Computed, not measured: a molecular structure, C6H14F2N, with ωB97M-V/def2-TZVPD.

```
23
Properties=species:S:1:pos:R:3:mulliken_charge:R:1
F -0.7650 0.2580 -2.4576 -0.256
F -1.8394 -1.1047 -1.1357 -0.263
N 0.8654 -0.2119 0.4898 0.098
C -0.2684 0.6040 0.2978 -1.236
C -1.3962 0.1426 -1.2820 1.141
C 1.6442 0.3571 1.6409 -0.812
C 1.6318 -0.2887 -0.7691 -0.756
C -2.6238 1.0096 -1.1142 -1.403
C 0.5032 -1.6123 0.8932 -0.814
H -3.4569 0.6160 -1.5953 0.438
H -0.3837 -1.5989 1.6894 0.300
H -0.9874 0.7956 1.1755 0.468
H 1.1812 0.0813 2.6488 0.365
H 1.1989 -1.1788 -1.2885 0.366
H -3.0465 1.1980 -0.0613 0.291
H -0.0534 1.6837 0.0946 0.502
H 1.9821 1.5484 1.5292 0.329
H 1.5153 -1.9631 1.0922 0.468
H 2.7299 -0.4088 -0.6294 0.304
H -2.6006 1.9990 -1.6156 0.377
H 1.4177 0.5549 -1.3621 0.372
H 2.6460 -0.2659 1.7084 0.373
H 0.1055 -2.2151 0.0509 0.347
```

**Total charge**: +1
**DFT total energy**: -491.135346 hartree
**Energy relative to the best compared isomer or geometry (same formula, charge and spin)**: 5.8 kcal/mol
**HOMO-LUMO gap**: 11.87 eV